1.
C35H56AgAsN3O2SSe | ωB97M-V/def2-TZVPD

CARTESIAN COORDINATES (ANGSTROEM)
H: -5.0276 0.4586 -1.9112
H: 6.4553 -1.0316 0.1402
C: 1.4047 -2.9353 2.7082
H: 4.5596 0.6454 0.9998
H: 4.9266 0.5601 -2.7631
H: 3.0263 3.0146 -5.4634
C: 2.7786 -2.6885 2.5221
H: 5.3475 -2.4368 3.6242
H: 0.1500 -2.0630 5.0448
C: -5.0939 -1.4277 0.0772
C: 0.8391 -3.8002 3.8040
H: -3.1292 3.8334 -3.8715
C: 0.5510 -2.3814 1.6828
H: 1.7856 1.6514 -5.4172
C: -2.8304 3.0612 -3.1025
H: 1.7529 -2.7895 5.5688
C: -4.0252 0.1019 -1.6827
C: -5.9640 -0.2405 0.5190
C: 5.6938 -2.3406 2.5752
H: -6.7885 -0.6245 1.1689
H: 3.3167 4.3130 -3.0138
H: -2.6983 0.2712 -5.1044
H: -1.2452 -3.5458 3.3254
C: -1.4653 -0.8070 -1.1485
C: 3.7256 3.4585 -2.4611
Ag: 1.4288 0.7036 -1.4098
C: -3.0005 0.6818 -2.3507
O: -0.6032 1.0296 -2.3864
H: -2.6550 1.9511 -5.6205
C: -1.6226 0.3156 -1.9886
H: -6.8063 -2.5218 -0.4485
H: 1.3942 -5.6185 4.9943
H: 4.8228 3.4309 -2.6166
H: 1.3765 3.2082 -4.6490
C: 5.5558 -1.6691 0.1803
C: 2.4771 -1.3277 0.6211
H: -5.0913 0.7178 -4.1778
H: 3.4471 -3.1645 3.2350
H: 3.4176 3.4715 -1.4151
H: -4.7535 2.3761 -4.8537
C: 4.8521 -1.4820 1.5615
C: 1.7499 -4.9983 4.1527
H: -3.0256 3.8817 1.1321
C: 1.5840 5.0299 1.2267
C: -2.5221 3.1972 1.8143
C: 0.7239 -3.0319 5.1548
H: -2.1194 3.7585 2.6882
H: 5.7115 -3.3791 2.1605
C: -1.3252 2.5880 1.0916
C: -4.6905 -2.3322 1.2080
C: 4.8433 0.0592 1.8985
C: -3.8336 -0.8606 -0.6490
H: -1.2594 1.3277 -4.6456
H: -2.3812 -2.0920 0.3267
H: 2.7321 -4.5570 4.3796
H: 3.4813 5.8333 1.2183
H: 6.7157 -1.9618 2.5224
C: -5.9315 -2.1738 -0.9768
As: 2.8700 1.8777 -3.2090
H: -0.5657 -4.9742 2.5125
H: -5.5906 -2.7122 1.7023
Se: 0.2436 -1.6793 -1.1784
H: -6.3349 0.4507 -0.2707
N: 2.6122 5.8489 1.7140
N: 1.7986 4.2363 0.2226
H: 5.8259 -2.7437 0.0532
H: 4.0945 0.2442 2.6902
H: -6.3042 -1.5195 -1.7961
C: -2.5427 -1.3275 -0.4443
H: -1.7642 3.1781 -2.8295
C: -0.5631 -4.3676 3.4301
S: 0.1392 4.8163 2.1132
H: -5.3612 0.3557 1.2168
C: -0.1531 3.4686 1.0481
H: 2.3831 6.6180 2.3105
C: 2.2073 2.5153 -4.9254
C: 3.3818 -1.9107 1.5686
H: 1.9784 -5.6596 3.2846
H: 5.8486 0.3823 2.2585
C: -3.2017 1.6406 -3.5581
O: 2.8294 -0.3872 -0.2425
H: 4.8673 1.1957 -4.4847
H: -5.3375 -3.0478 -1.3816
H: -1.5664 2.2355 0.0898
H: -3.3846 3.2923 -2.1798
H: -3.2209 2.3678 2.0839
H: 3.9888 -0.3619 -4.0009
H: -1.0558 1.6556 1.6560
C: -4.6665 1.7021 -3.9971
H: -4.1828 -3.3050 0.8999
H: -4.1272 -1.8454 2.0266
H: 0.2044 -3.6600 5.9144
C: 1.1141 -1.7612 0.5737
H: -0.9515 -4.9783 4.2760
N: 0.7739 3.2747 0.1691
H: 4.8231 -1.4303 -0.5996
C: -2.3742 1.2755 -4.7915
C: 4.3303 0.6433 -3.6857
H: -5.3043 2.1816 -3.2600
H: -0.5004 -2.4335 1.8206

Calculated values
Total energy, Ha: -6864.346386
Kohn-Sham gap, eV: 5.67
HOMO, eV: -3.7
Energy relative to the best compared isomer or geometry (same formula, charge and spin), kcal per mole: 17.5
Net charge: -1
2S+1: 1

Löwdin population analysis, charges in e, atoms 1 to 4: 0.088, 0.080, -0.176, 0.073

2.
C35H56Cl2O30 | ωB97M-V/def2-TZVPD

CARTESIAN COORDINATES (ANGSTROEM)
C: 0.4043 9.6206 -4.8508
O: 1.2148 -4.2942 7.7682
C: 1.8751 -4.8098 6.6849
O: -8.1897 1.9118 -3.9295
O: -0.3658 3.9674 5.9486
C: 8.3142 4.0339 3.8292
O: -5.2782 -6.4347 -4.9572
H: -12.0777 -0.8777 -2.2835
O: 7.7397 3.9751 6.0971
H: -3.2372 -4.9815 -6.6609
C: 10.6792 -3.3497 -0.0602
O: 0.7721 -8.6757 -2.3106
O: -9.7632 1.4844 -2.2911
Cl: -2.2713 -0.0807 -11.2393
C: 0.4236 -9.1750 -0.9730
C: 1.9266 0.8239 -0.7317
H: 4.2922 -7.7659 -4.9087
H: -7.4200 -0.6278 2.3559
H: -0.3584 -9.9251 -1.0912
H: 4.0847 -6.1642 -5.7597
H: -0.5416 10.4067 -3.0327
H: 7.3767 3.1790 9.9337
C: 1.4970 -7.5660 -2.4831
H: 0.6579 5.1512 8.5239
O: -8.2528 3.0106 -1.9157
H: -3.9091 -7.0639 -6.4042
C: 1.9499 11.0424 -4.3042
H: 2.4048 -3.9152 6.3576
C: -10.4988 0.4593 -2.8962
C: 0.7965 -5.2108 5.7498
H: -5.2376 -0.6133 2.9397
H: 1.2942 -9.7575 -0.6716
H: -0.0793 1.6449 -0.5159
C: -0.1804 5.2418 7.8332
H: 7.7578 4.9308 10.0429
H: 1.9904 0.7482 0.3538
H: -3.8642 1.5134 -10.4689
H: 2.0223 -0.1599 -1.1911
O: 7.6118 4.2789 8.1908
O: 1.1757 10.6710 -5.2956
C: 7.0964 3.5652 7.2096
H: -0.0663 3.1092 7.8143
O: -6.7982 0.8706 6.2600
H: -7.2528 4.3230 -3.1148
H: -9.8232 -0.3230 -3.2421
C: -7.0738 3.8211 -2.1639
O: 1.7353 -7.4657 -3.8256
H: 0.2257 0.6686 -2.0247
H: 9.9266 -1.5984 -1.0218
O: 0.2463 5.9227 6.6842
H: 6.1120 4.3383 9.6466
H: -0.5819 9.6279 -5.3149
C: -0.0421 -4.7277 7.7774
C: 3.5988 -7.0489 -5.3482
C: -4.3028 -5.0025 -6.4323
H: 9.3423 4.1012 4.1849
H: -10.8768 -0.6762 -0.9863
C: -7.2724 -0.9341 3.3915
H: -6.1915 3.1869 -2.2494
C: 2.4640 2.6021 -1.9483
O: -0.2320 -5.4672 6.7011
H: -7.8253 -1.8665 3.5057
C: 7.1811 4.1681 9.5197
C: -2.7847 1.4660 -10.6125
C: -0.6371 3.9089 7.3425
C: -8.7083 2.1085 -2.8376
C: -5.8500 -1.1563 3.6595
H: 1.9339 -5.8301 -4.7902
C: 9.5581 -2.5590 -0.6618
H: -5.5202 -6.6456 -7.0188
O: 2.9175 11.7712 -4.4112
H: -6.8802 4.6392 -1.4700
H: -11.9996 0.5046 -1.2064
H: 3.1152 -5.9710 -3.5388
C: -11.3944 -0.1762 -1.8049
Cl: -0.4916 2.2830 -9.3917
H: -11.1650 0.8124 -3.6833
H: 0.9913 8.7447 -5.1273
O: -5.7134 -0.6757 5.0181
H: 0.3419 8.9140 -2.7058
C: 0.3246 9.8122 -3.3231
H: 0.0728 -8.5137 -0.1808
O: -5.5980 -4.9047 -3.2196
O: -4.3967 -4.3616 -5.1184
H: 8.9965 -3.0732 -1.4417
H: 0.4061 -4.4569 5.0662
C: 0.6372 1.3547 -1.2844
O: 8.5564 -2.4633 0.2409
O: -0.8098 -4.5387 8.6703
C: -6.7495 0.1003 5.2971
C: -2.1653 1.7142 -9.1884
H: -5.5411 -2.1986 3.5803
C: 8.8882 -3.2382 1.3012
H: 11.5997 -2.7661 -0.0740
H: -2.1495 0.7685 -8.6466
H: -4.8891 -4.4199 -7.1428
O: 1.8107 -6.6779 -1.5943
C: -4.7623 -6.3978 -6.2757
C: 7.5703 3.2425 4.9063
O: 2.9345 1.5425 -1.3086
C: 2.5945 -6.5475 -4.3034
H: 6.5257 2.9864 4.7293
O: 0.5355 5.3910 4.4573
C: -5.1395 -5.2226 -4.3447
H: 1.1948 -6.1030 5.2667
H: 10.7907 -4.2865 -0.6062
O: -7.6487 0.0915 4.2917
H: -1.0939 5.7185 8.1888
H: -2.6751 2.4803 -8.6041
H: 7.9588 5.0622 3.7632
O: 6.2918 2.6379 7.4061
O: 8.2090 -3.4554 2.2915
O: 3.0627 3.5616 -2.4333
H: 7.9484 2.2243 4.9983
H: -1.7063 3.8585 7.5484
H: -2.4887 2.2299 -11.3315
O: 1.1397 2.4396 -2.0526
H: 8.3331 3.6115 2.8245
H: 2.5812 -5.5939 6.9583
H: 3.0078 -7.5651 -6.1048
O: 1.5119 10.5509 -3.1543
C: 0.1594 5.1197 5.6025
O: 10.1331 -3.6943 1.1789

Calculated values
Total energy, Ha: -4544.735892
Kohn-Sham gap, eV: 10.61
HOMO, eV: -10.6
Net charge: 0
2S+1: 1

Löwdin population analysis, charges in e, atoms 1 to 4: -0.138, 0.078, -0.174, 0.107

3.
C35H56F21N4O26P | ωB97M-V/def2-TZVPD

CARTESIAN COORDINATES (ANGSTROEM)
H: 1.9332 -5.4537 3.2325
H: -7.0297 6.7165 6.7702
H: 2.4818 0.2487 8.3434
C: 6.2184 4.6688 1.8418
H: -1.1396 -4.9225 -5.9653
N: 2.2277 9.7076 -2.0693
H: 1.5348 1.7879 2.0059
O: -0.7815 6.9944 2.5634
O: 6.4100 4.2824 0.5002
O: 5.9227 2.0589 1.0013
H: -0.2426 -3.3465 -9.8179
C: 2.9567 4.1471 -7.7905
C: 2.9498 -5.8217 3.0935
H: -0.6365 -6.4014 -6.8069
F: 1.1618 4.4365 -6.3498
C: -0.8770 1.0854 3.2123
F: -3.2027 -4.7739 0.5688
H: 0.0251 -0.8345 -5.0662
O: 4.2586 4.2305 -7.9551
C: 5.7895 2.4054 -8.4630
F: -5.1098 0.1500 9.9060
N: 1.3281 1.5377 9.4129
H: 0.6708 -0.1898 8.4702
C: -1.1201 -3.0887 -9.2250
C: 0.8232 2.6498 0.1980
O: -0.5600 -6.2855 -1.1510
C: -0.2828 -5.5314 -6.2537
O: 2.2088 10.5419 -1.2008
H: 0.0309 9.0516 4.6769
C: 6.6245 2.5037 -1.2426
F: 7.6819 1.7027 -1.3258
H: 2.0358 -0.4007 9.8103
H: 3.7408 -4.0888 4.1648
H: 3.3348 7.9800 -2.0692
H: 4.8906 -4.9982 3.1064
N: 0.1002 7.5896 3.1429
C: 2.9552 -6.6274 5.4621
H: -1.0264 -8.4845 0.5023
C: -4.6434 -2.1302 9.3444
C: -0.1965 8.9183 3.6193
C: -1.9712 -8.5898 -0.0311
C: 3.5164 8.9969 -2.4172
H: 3.1277 -6.4551 2.2243
F: 3.1040 4.5465 -5.4150
O: 1.8268 -2.8293 -8.0464
H: -1.0679 -8.8605 -2.0014
O: -5.3019 -3.0691 -6.9212
C: 0.9202 -1.4261 -5.2581
H: 7.6763 6.3238 1.7026
O: 1.2807 9.4734 -2.7731
H: -2.7331 -9.3084 -1.8778
O: -0.7936 -2.7538 -7.8304
H: 0.9050 0.6399 1.0173
C: -5.7167 -0.9896 9.4120
C: 6.6236 6.1527 1.9278
O: 2.1875 3.6240 -8.6331
F: 4.2295 -8.5074 5.8566
H: 4.0272 3.1774 -9.7584
H: 6.7672 4.1150 2.6035
C: -3.6009 -3.7519 7.8369
F: 2.0847 -8.7883 6.2759
C: 3.1029 -7.8811 6.3372
C: -2.4536 -4.8745 -0.5542
F: -7.4079 -3.0647 -8.8075
H: 5.2532 1.4939 -8.1989
H: 1.4177 -0.8316 -6.0243
H: 4.3768 9.3348 -1.8397
H: 5.1484 4.5068 1.9723
H: 1.7297 2.5043 -0.3896
O: -2.4864 -7.2729 -0.3833
H: -5.6134 0.4671 -4.2849
O: -7.5494 3.7874 5.5654
O: -3.8295 -2.2863 10.2020
C: -5.7121 -1.9914 -7.3630
C: -4.4732 -0.5552 -5.8639
C: 1.5931 0.1203 8.9614
F: -3.0478 1.9586 2.7377
F: -3.1504 -4.6331 -1.6712
H: 3.6151 -3.9859 2.3295
F: 5.6762 1.8417 -1.8077
H: 6.1550 6.8392 1.2227
C: 2.4383 4.8170 -6.5336
H: 0.7307 3.7261 0.3438
C: -1.7828 -9.3584 -1.3463
H: -1.5767 -10.4101 -1.1476
H: -3.1911 -4.1410 8.7690
H: 0.2963 -5.9253 -5.4184
H: -3.4896 -0.5209 -6.3324
C: -2.3955 1.1180 3.5589
O: 3.0905 -6.8581 4.0683
H: 5.5268 4.1048 -9.6100
H: -4.6003 -4.3984 5.9404
H: -4.4350 -1.4231 -5.2055
O: 0.5460 -4.8443 -7.1806
F: -6.0971 -1.5600 -9.6028
C: 0.6511 1.6335 1.3866
F: -2.8933 -0.1128 3.4250
C: 6.2230 2.9227 0.1791
H: 6.5765 2.1425 -9.1698
C: -4.7409 0.5928 -4.9260
C: -7.0213 5.6306 6.8653
O: 2.6768 -5.4977 5.9935
H: -4.8223 1.5478 -5.4451
H: -5.1125 -5.0971 7.3590
H: -4.0112 0.7038 -4.1239
F: -6.7287 -1.4487 10.2624
H: -2.6306 -9.2324 0.5522
H: -2.8289 -3.1351 7.3767
F: 6.7983 3.5384 -2.0208
H: -1.6661 -2.2466 -9.6503
F: 2.4706 6.1342 -6.7495
C: -4.1936 -4.7449 6.8904
C: 4.8173 3.4777 -9.0702
C: -6.7175 -1.9538 -8.5597
H: -1.8076 -3.9340 -9.2562
H: -7.5679 5.2008 7.7047
O: 0.5668 -2.6610 -5.6621
O: 2.2245 2.1162 10.0481
O: -5.3855 -0.7242 -6.9192
O: -7.8149 5.7683 4.6645
F: -6.2479 -0.6888 8.2313
N: -7.4720 5.0081 5.6372
H: 6.4493 6.6704 2.8711
H: 6.3789 2.6078 -7.5687
C: 3.8892 -4.5784 3.2023
P: 0.6396 -3.2186 -7.2072
F: 3.3884 -7.5009 7.5762
O: -4.6119 -2.7610 8.1734
H: 0.0939 2.3194 -0.5416
O: 0.2588 2.0947 9.0925
F: -1.5834 -3.9203 -0.4508
O: -0.1123 0.2631 3.7262
H: 0.4283 9.5850 3.0249
H: -1.2192 9.2407 3.4237
H: -5.9574 5.4954 7.0598
O: 1.2098 7.1914 3.3398
H: -3.4572 -5.5079 6.6379
H: 1.6150 -1.4932 -4.4209
F: -2.5357 1.4752 4.8496
F: -7.5816 -1.0060 -8.2462
C: -1.7385 -6.1829 -0.7459
O: -0.5335 1.8282 2.1363
H: 3.6933 8.9176 -3.4899

Calculated values
Total energy, Ha: -5980.637303
Kohn-Sham gap, eV: 10.35
HOMO, eV: -10.5
Net charge: 0
2S+1: 1

Löwdin population analysis, charges in e, atoms 1 to 4: 0.121, 0.099, 0.098, -0.218

4.
C35H56N2O21 | ωB97M-V/def2-TZVPD

CARTESIAN COORDINATES (ANGSTROEM)
C: -0.6980 -4.2618 3.3575
C: 0.5480 -3.6348 2.5915
O: -3.5480 0.7982 2.9155
H: 3.1970 -1.8178 3.9215
H: 0.2740 -2.6668 2.2095
H: 0.3130 -4.5848 -3.5275
H: 0.2400 3.1292 3.4235
H: -1.4280 1.8472 -2.8955
H: -0.6430 -6.1568 -0.1965
H: -2.2610 -3.1718 2.6215
O: -3.5120 2.2002 1.0965
H: -1.0560 3.9682 2.6705
C: 0.4700 -0.4078 3.6555
C: 2.7470 -0.8198 3.7315
H: 2.1470 -2.0778 6.2855
C: 0.2710 0.3662 -5.0555
H: 4.5220 -0.7298 -0.8275
C: -1.6540 -0.4268 -0.1155
H: 0.7380 -1.5118 -4.1425
O: 1.5480 -3.6018 3.5425
H: -1.2190 2.2892 2.6435
C: 1.9420 -6.5068 -1.9425
H: 0.3430 7.3122 -3.4165
O: -1.0730 4.4322 -4.2665
H: 3.7170 -1.3228 6.2925
H: -1.1030 -6.4208 -1.7495
H: 0.9140 4.9722 1.6495
H: 1.2820 -1.3198 0.4825
H: -0.3580 0.0382 -1.5285
O: 4.3150 -0.0588 -2.6275
H: -1.0230 6.0902 -1.4035
O: -4.2240 3.0802 3.3015
C: 1.3800 4.0982 1.0485
H: 1.8900 0.2102 -0.9105
H: 0.6100 -3.0418 -2.7185
C: -3.8530 0.5882 4.2635
C: -3.7650 2.0122 2.4265
H: -1.0040 -5.1988 2.8495
O: 1.1860 1.8482 1.2975
O: 3.2980 -0.8488 -4.4465
O: 0.8160 -7.0738 -1.6965
H: 2.4410 -0.6738 7.2305
C: 2.4800 2.1852 1.4885
H: -3.4550 3.4492 -0.4955
C: -3.6480 3.4902 0.5785
H: -1.4100 2.1772 -1.1045
C: 2.6620 -1.1058 6.2035
H: 1.5300 4.5332 -0.0275
H: 4.0570 0.9372 -0.7635
H: -1.7800 -0.6388 -2.2395
H: -0.9000 0.1112 0.5925
H: -0.8750 1.2322 -6.6325
O: -0.6980 -0.4748 3.1965
O: 3.4000 1.4842 1.5165
O: -2.2020 4.5912 -2.3935
C: 1.1810 -4.1508 4.7285
C: -0.1120 -1.0608 -4.6695
O: 2.5800 3.4932 1.5195
O: 2.4010 -0.9938 -2.3965
H: -3.4160 1.4412 4.7335
C: 0.3580 2.9632 1.1575
H: -0.5520 2.4132 -5.3795
H: 0.9070 -4.3178 1.7585
H: -0.4690 4.4672 -1.4115
O: 3.0030 -7.0528 -2.2245
H: -1.8090 1.1042 -5.0465
C: -1.6430 -1.8828 0.0685
H: 0.6270 -4.1778 -0.5225
C: 2.2940 -1.5168 0.0375
C: 2.2900 -0.1868 5.0605
H: -0.9380 -1.0678 -4.0115
C: 0.5420 -4.7568 -1.4645
H: 0.6610 0.8362 -4.1115
H: -2.8130 1.5372 -1.9085
C: -0.1580 -6.1328 -1.2575
C: -1.3800 0.0472 -1.4515
H: -1.4500 7.0532 -3.5945
C: 3.3840 -0.6738 -3.2605
O: 1.5340 -0.8128 2.9525
H: 3.4740 -0.1688 3.3015
O: 1.8380 -5.2448 -1.7505
H: 3.0020 -1.6668 0.8835
N: -1.5530 -3.0308 0.2135
O: -0.1430 -4.4648 4.6715
H: -2.6000 -0.1248 0.1915
C: -0.9580 5.2042 -2.0595
H: -2.7120 -4.0498 4.0725
H: 1.1320 0.3442 -5.7535
C: -1.9410 -3.4868 3.5515
C: 0.0850 -3.9518 -2.6715
C: -0.8320 1.3332 -5.4845
H: -3.3740 -0.3168 4.5865
H: 0.7550 4.9212 -3.5875
C: 2.6190 -0.5258 -1.1115
H: 2.2390 -2.5398 -0.3715
C: -0.4060 6.7122 -3.9275
H: -0.3190 3.0512 0.2825
C: 3.9780 0.0032 -1.2765
H: -4.9240 0.5882 4.4745
H: 2.7580 0.7162 5.2275
H: -0.4640 6.9362 -4.9445
C: -0.4500 3.0482 2.5675
C: -0.2760 5.2742 -3.4685
H: -4.6420 3.8402 0.6935
H: -1.7240 -2.5328 4.0805
N: -0.9070 -2.4078 -6.7765
H: -2.7980 4.0372 1.0145
C: -1.7420 1.4742 -1.8825
H: -0.9960 -3.7648 -2.6705
O: -3.1090 3.5202 -4.2335
C: -0.5270 -1.8688 -5.8565
C: -2.1830 4.1052 -3.7105
O: 1.9570 -4.4258 5.6205
O: 0.8320 -0.0288 4.8395

Calculated values
Total energy, Ha: -3056.664721
Kohn-Sham gap, eV: 9.95
HOMO, eV: -10.4
Energy relative to the best compared isomer or geometry (same formula, charge and spin), kcal per mole: 21.9
Net charge: 0
2S+1: 1

Löwdin population analysis, charges in e, atoms 1 to 4: -0.278, -0.106, -0.013, 0.141

no.,strongest force on any atom (eV/A)
1,2.77
2,5.96
3,6.12
4,8.94